This record from the OMol25 dataset describes an isolated ion of composition C3H9N8O4 and charge +1 in a non-equilibrium geometry. The level of theory is the ωB97M-V functional and the def2-TZVPD basis.

Geometry (Å):
H (1.1718, -3.8102, -1.4244)
H (0.7716, 3.7848, 2.1399)
H (1.1494, -2.1950, -3.1838)
H (-2.8108, 1.4714, 0.6058)
N (0.7676, -0.8264, -0.3034)
N (-2.9595, -0.5626, 0.2866)
C (0.9550, -1.7900, -1.1882)
N (1.2171, 3.2467, 1.4137)
H (2.1009, 3.5605, 1.0504)
C (-1.1208, 0.6047, 1.4287)
H (0.8860, -3.2954, 0.1917)
H (0.5756, -1.0992, 0.6707)
N (-2.3475, 0.5959, 0.8295)
H (2.0361, 1.6283, -0.3474)
O (-2.3347, -1.5717, 0.3536)
N (1.1089, -1.4798, -2.4791)
N (0.3550, 0.4525, -0.6772)
N (1.0714, -3.0557, -0.7675)
O (-4.0219, -0.3530, -0.1983)
C (0.5977, 2.1662, 0.9478)
H (0.8890, -0.5337, -2.7459)
N (1.0938, 1.4143, -0.0119)
O (-0.6143, 1.9381, 1.4507)
O (-0.5374, -0.2910, 1.9579)

As for the net charge: +1. Its spin multiplicity is 1. The SMILES is NC(N)=[NH+]/N=[NH+]/C(=[NH2+])OC(=O)NN([O-])[O-]. As for the energy relative to the best compared isomer or geometry (same formula, charge and spin): 0.0 kcal/mol. Its orbital gap is 0.321 Eh. The value obtained for the HOMO energy is -11.7 eV.

---

This record from the OMol25 dataset describes a 2-piece molecular cluster, C3H9NO overall in a non-equilibrium geometry. The level of theory is the ωB97M-V functional and the def2-TZVPD basis.

Geometry (Å):
H (3.1226, -3.1582, -0.1944)
C (-2.5188, 3.2858, 2.2871)
H (-2.8486, 4.5274, 0.5810)
H (-1.4190, 3.2762, 2.2454)
H (1.6507, -3.9537, -0.6407)
O (-3.1550, 2.6534, 3.0947)
H (2.9707, -4.0741, -1.7275)
C (2.4832, -3.3865, -1.0436)
H (0.9536, -2.5250, -2.2303)
H (1.5335, -1.3913, -1.1977)
C (1.9111, -2.2084, -1.8177)
N (-3.0947, 4.2692, 1.5216)
H (2.4341, -1.8416, -2.6968)
H (-4.0234, 4.5267, 1.8188)

Its spin multiplicity is 1. The SMILES is NC=O.CC. As for the energy relative to the best compared isomer or geometry (same formula, charge and spin): 18.4 kcal/mol. Its orbital gap is 0.411 Eh. The value obtained for the HOMO energy is -10.2 eV.

---

This record from the OMol25 dataset describes a 2-piece molecular cluster, C3H9NO overall in a non-equilibrium geometry. The level of theory is the ωB97M-V functional and the def2-TZVPD basis.

Geometry (Å):
H (0.7866, 1.3402, 1.5326)
H (-0.4747, -1.7755, 1.0729)
H (1.7134, 0.6824, 0.9944)
O (1.8562, -0.2655, 0.3841)
H (0.7682, -2.4764, 0.0332)
C (0.6276, -0.3684, 0.0103)
C (-0.0023, -1.7052, 0.0887)
C (-0.0996, 0.7187, -0.7296)
H (-1.9806, 1.5213, -0.7630)
H (-0.2185, 0.3128, -1.7500)
H (0.5364, 1.6063, -0.7824)
H (-1.3106, 1.3430, 0.7442)
N (-1.4268, 0.9132, -0.1718)
H (-0.7754, -1.8466, -0.6636)

Its spin multiplicity is 1. As for the energy relative to the best compared isomer or geometry (same formula, charge and spin): 104.6 kcal/mol. Its orbital gap is 0.265 Eh. The value obtained for the HOMO energy is -7.7 eV.

---

This record from the OMol25 dataset describes C3H9NO as an isolated structure in a non-equilibrium geometry. The level of theory is the ωB97M-V functional and the def2-TZVPD basis.

Geometry (Å):
H (-0.4629, -1.3075, 0.1242)
O (-0.7121, 0.5516, 0.7541)
H (1.6275, -0.8089, 1.1750)
H (-2.7221, 0.9725, 0.7109)
H (2.9464, -0.0695, 0.2503)
H (-2.0627, 0.8151, -0.8918)
N (1.1567, -0.3845, -0.7688)
C (-0.2144, -0.5989, -0.6496)
H (-0.6279, -0.9061, -1.6141)
H (1.2503, 0.3593, -1.4568)
H (1.5828, 0.9367, 0.8750)
C (1.8779, -0.0243, 0.4582)
C (-1.9557, 0.4138, 0.1373)
H (-2.3459, -0.6197, 0.1185)

Its spin multiplicity is 1. As for the energy relative to the best compared isomer or geometry (same formula, charge and spin): 95.8 kcal/mol. Its orbital gap is 0.358 Eh. The value obtained for the HOMO energy is -8.9 eV.

---

This record from the OMol25 dataset describes a 2-piece molecular cluster, C3H9NO overall in a non-equilibrium geometry. The level of theory is the ωB97M-V functional and the def2-TZVPD basis.

Geometry (Å):
C (0.9450, -1.6860, 0.7947)
H (-0.2108, -3.1056, 0.0309)
H (-1.5269, 1.5355, -2.3366)
H (-1.0247, 2.4302, -0.0958)
H (1.9617, -1.6028, 0.4042)
C (-0.3540, 2.2259, -0.9529)
H (0.2324, 1.3123, -0.9114)
C (0.4002, -0.4919, 1.0922)
H (1.1082, 0.2666, 1.4016)
N (0.3699, -2.9711, 0.8525)
H (-0.6627, -0.2879, 1.0693)
H (0.3285, 3.0741, -0.9201)
H (-0.2901, -3.0992, 1.6136)
O (-1.2769, 2.3997, -2.0423)

Its spin multiplicity is 1. The SMILES is C=CN.CO. As for the energy relative to the best compared isomer or geometry (same formula, charge and spin): 61.3 kcal/mol. Its orbital gap is 0.374 Eh. The value obtained for the HOMO energy is -9.3 eV.

---

This record from the OMol25 dataset describes a 2-piece molecular cluster, C3H9NO overall in a non-equilibrium geometry. The level of theory is the ωB97M-V functional and the def2-TZVPD basis.

Geometry (Å):
H (-1.2123, 1.0316, -1.7713)
H (0.9786, -0.6692, -1.8287)
H (-1.2685, -0.7243, -1.3126)
C (-0.7808, 0.2475, -1.1510)
H (1.5708, -0.4784, 0.5659)
N (0.6783, 0.2335, -1.4799)
C (-0.9073, -0.1275, 1.3066)
C (-0.8347, 0.7238, 0.3193)
O (1.4749, -0.7547, 1.4898)
H (-1.1285, -1.1614, 1.4128)
H (2.2158, -1.2077, 1.8838)
H (-0.9123, 0.1838, 2.3795)
H (1.0102, 0.8965, -2.1668)
H (-0.8841, 1.8065, 0.3525)

Its spin multiplicity is 1. The SMILES is C=CCN.O. As for the energy relative to the best compared isomer or geometry (same formula, charge and spin): 50.9 kcal/mol. Its orbital gap is 0.371 Eh. The value obtained for the HOMO energy is -9.0 eV.

---

This record from the OMol25 dataset describes a 2-piece molecular cluster, C3H9NO2 overall in a non-equilibrium geometry. The level of theory is the ωB97M-V functional and the def2-TZVPD basis.

Geometry (Å):
H (-1.7279, 3.5110, 0.2526)
H (2.2309, -2.8563, -0.4777)
H (0.2992, 1.9309, -0.5912)
C (-0.5938, 2.5366, -0.7911)
H (1.4102, -2.3834, 2.0506)
H (-0.3785, 2.8685, -1.8166)
H (0.3210, -4.5782, -0.2969)
C (0.2921, -3.5231, -0.0375)
H (-0.7123, -3.1206, -0.1700)
O (-0.7533, 3.5507, 0.1981)
H (-1.8968, 1.1695, 0.0207)
C (1.3564, -2.7261, 0.2019)
O (1.8630, -2.0705, 1.2687)
N (-1.8333, 1.7781, -0.7923)
H (-1.8459, 1.0996, -1.5485)

Its spin multiplicity is 1. The SMILES is C=CO.NCO. As for the energy relative to the best compared isomer or geometry (same formula, charge and spin): 102.8 kcal/mol. Its orbital gap is 0.314 Eh. The value obtained for the HOMO energy is -8.3 eV.

---

This record from the OMol25 dataset describes a 2-piece molecular cluster, C3H9NO2 overall in a non-equilibrium geometry. The level of theory is the ωB97M-V functional and the def2-TZVPD basis.

Geometry (Å):
H (-0.2066, -1.5002, 2.2467)
C (-0.6503, 2.3482, -0.3175)
O (-0.5649, 0.1276, -1.1558)
O (1.0823, 1.5144, -1.7741)
H (0.0187, -3.1672, 1.8140)
H (1.4790, -1.9166, 1.6991)
C (0.3682, -2.1647, 1.4586)
N (-0.1703, -1.9532, 0.1751)
H (1.3008, 0.7452, -2.1596)
H (-1.3439, 3.0561, -1.0234)
H (-1.5050, 2.0186, 0.3475)
H (-0.0363, 3.0678, 0.2114)
C (0.0537, 1.1404, -1.0271)
H (-0.2396, -0.9807, 0.0810)
H (0.4143, -2.3356, -0.5758)

Its spin multiplicity is 1. The SMILES is CC(=O)O.CN. As for the energy relative to the best compared isomer or geometry (same formula, charge and spin): 57.3 kcal/mol. Its orbital gap is 0.340 Eh. The value obtained for the HOMO energy is -8.8 eV.

---

This record from the OMol25 dataset describes a 2-piece molecular cluster, C3H9NO2 overall in a non-equilibrium geometry. The level of theory is the ωB97M-V functional and the def2-TZVPD basis.

Geometry (Å):
H (0.4633, 0.8080, 1.4892)
H (-1.9078, -1.6025, -0.5534)
H (0.6675, 0.5333, -3.1194)
H (1.0271, 0.7326, 3.2974)
H (-1.0426, 0.1876, -3.1008)
O (2.4166, 0.0597, 1.9583)
C (-1.7058, -0.5465, -0.7111)
C (-0.3174, -0.1762, -1.2911)
C (1.0373, 0.2932, 2.2629)
N (-0.1831, 0.1607, -2.5747)
H (0.5445, -0.6721, 2.2183)
H (-2.5498, 0.0429, -1.0159)
H (-1.5499, -0.3761, 0.3889)
O (0.4712, 0.0494, -0.3819)
H (2.6289, 0.5060, 1.1333)

Its spin multiplicity is 1. The SMILES is CC(N)=O.CO. As for the energy relative to the best compared isomer or geometry (same formula, charge and spin): 45.3 kcal/mol. Its orbital gap is 0.371 Eh. The value obtained for the HOMO energy is -9.5 eV.

---

This record from the OMol25 dataset describes a 2-piece molecular cluster, C3H9NO2 overall in a non-equilibrium geometry. The level of theory is the ωB97M-V functional and the def2-TZVPD basis.

Geometry (Å):
H (1.5155, 0.0166, -1.5649)
C (-0.4239, 1.7063, 0.8146)
H (2.0088, 1.5187, -0.7579)
H (-1.5428, -3.3012, 0.8807)
H (-1.0090, 1.3540, 1.6636)
N (-0.9352, -2.9687, 0.1370)
C (0.3312, 0.5313, 0.1711)
H (0.5646, 1.4910, -1.7873)
H (-0.5818, -3.5892, -0.5847)
H (0.3007, 2.4310, 1.1938)
O (0.8542, -0.3127, 1.0024)
H (-1.0776, 2.2076, 0.0984)
O (-0.6297, -1.7146, 0.1072)
H (-0.5269, -0.2862, -0.3052)
C (1.1518, 0.9159, -1.0689)

Its spin multiplicity is 1. As for the energy relative to the best compared isomer or geometry (same formula, charge and spin): 147.0 kcal/mol. Its orbital gap (spin up / spin down) is 0.325 / 0.318 Eh. The value obtained for the HOMO energy (spin up / spin down) is -8.9 / -8.9 eV.

---

- energy relative to the best compared isomer or geometry (same formula, charge and spin) of number 1 (C3H9N8O4)?
  0.0 kcal/mol

---

- Look up the energy relative to the best compared isomer or geometry (same formula, charge and spin) of the eighth one.
  57.3 kcal/mol

---

- What is the energy relative to the best compared isomer or geometry (same formula, charge and spin) in the first record?
  0.0 kcal/mol